Record 1
{"formula": "C28H57NO14", "method": "ωB97M-V/def2-TZVPD", "homo_lumo_gap_ev": 8.79, "mol_weight_g_mol": 631.8, "homo_energy_ev": -8.30, "smiles": "COC[C@@](CN)(COC(C)=O)OC.CCOC(C)=O.CCOC(C)=O.CCOC(C)=O.CCOC(C)=O.CCOC(C)=O", "e_above_lowest_ev": 5.325, "e_lumo_ha": 0.0182, "charge": 0, "total_energy_ha": -2208.97702, "symbols": ["H", "H", "O", "C", "C", "H", "H", "O", "H", "C", "C", "H", "O", "C", "O", "H", "O", "H", "C", "C", "C", "N", "C", "H", "C", "H", "C", "H", "O", "C", "H", "H", "C", "C", "H", "H", "H", "C", "O", "H", "H", "H", "H", "H", "C", "O", "C", "C", "H", "H", "H", "C", "O", "H", "H", "H", "H", "C", "C", "H", "H", "H", "H", "H", "H", "H", "H", "C", "C", "C", "O", "H", "C", "H", "H", "H", "H", "O", "H", "H", "O", "O", "H", "H", "H", "H", "H", "O", "C", "H", "H", "H", "H", "C", "H", "H", "H", "C", "H", "H"], "coordinates": [[-7.354, -0.078, 8.689], [-3.035, 2.204, 5.981], [1.516, 1.690, -0.087], [5.754, 0.811, -2.672], [-0.399, -3.045, -4.695], [-2.662, 2.087, -1.836], [1.703, 5.992, -2.362], [-2.699, -2.792, -4.159], [0.878, -0.031, 2.598], [5.681, 2.299, -2.846], [8.124, 2.491, -2.514], [9.791, 1.437, -3.392], [-0.349, -6.755, -5.791], [-5.627, 1.517, 10.568], [-1.038, 3.487, -1.891], [-0.744, -3.576, -5.588], [3.503, 0.637, 0.901], [-6.190, 2.200, 11.212], [-5.379, -0.131, 7.770], [2.301, 5.295, -1.606], [1.440, 0.996, 2.511], [2.253, 5.942, -0.240], [-0.031, -3.203, -1.813], [8.208, 0.896, -3.984], [-5.783, 1.906, 9.111], [8.863, 2.429, -4.541], [0.904, -2.010, -1.805], [-6.828, 1.912, 8.787], [1.509, 3.430, -3.078], [-3.831, 0.630, 4.768], [6.593, 0.482, -2.061], [3.188, 5.691, 0.202], [-3.348, 2.516, 2.062], [-2.082, 2.608, 2.862], [-3.413, 1.528, 1.602], [-0.068, 3.760, 0.090], [-1.895, 2.492, -0.145], [0.331, -6.724, -4.622], [-4.979, 1.064, 8.265], [-4.111, 0.422, 3.732], [-4.247, 2.718, 2.642], [0.434, -3.626, -4.301], [-0.057, -2.047, -4.980], [-0.250, -3.493, -0.780], [-3.309, 2.043, 4.933], [0.759, -5.661, -4.179], [-2.025, -8.511, -5.985], [1.597, 1.979, -3.294], [4.850, 0.480, -2.150], [-0.901, 1.382, -1.346], [-5.412, 2.927, 8.971], [0.469, -7.993, -3.834], [-1.025, 2.933, 2.329], [-0.168, 5.253, -1.061], [2.249, 1.063, 3.366], [-4.572, 1.545, 10.861], [-4.707, 0.465, 5.403], [8.787, 1.769, -3.670], [-1.551, -2.920, -3.742], [-2.813, -7.753, -6.060], [-1.961, -8.797, -4.932], [-5.980, 0.499, 10.752], [8.050, 1.871, -1.617], [-4.062, 2.800, 4.693], [3.381, 5.173, -2.049], [-2.325, -9.389, -6.565], [8.731, 3.360, -2.239], [-6.595, -0.784, 8.358], [1.559, 3.797, -1.656], [2.380, 2.759, -0.691], [6.835, 3.005, -2.900], [0.916, 1.328, -2.601], [-0.709, -7.959, -6.494], [5.796, 0.334, -3.653], [1.401, -7.947, -3.263], [-0.372, -8.081, -3.141], [-7.066, -1.398, 7.584], [4.601, 2.859, -3.017], [-3.316, 3.277, 1.276], [0.652, 1.880, 2.544], [-4.713, -0.703, 6.912], [-1.294, -2.863, -2.415], [1.837, -2.255, -1.291], [-0.821, -7.679, -7.547], [1.290, 1.788, -4.425], [2.319, 6.984, -0.379], [1.144, -1.681, -2.820], [-2.107, 2.241, 4.165], [2.241, 1.101, 1.067], [0.099, -8.695, -6.457], [-6.293, -1.426, 9.190], [2.751, 3.397, 0.248], [2.752, 1.683, -3.238], [0.022, 4.075, -1.057], [0.411, -4.082, -2.291], [0.537, -8.887, -4.452], [-3.058, -0.098, 5.039], [-1.638, 2.291, -1.273], [3.369, 2.320, -1.169], [0.435, -1.159, -1.299]], "forces_ev_per_angstrom": [[0.118, -0.019, 0.226], [0.210, 0.034, -0.284], [2.518, -0.301, 2.555], [-0.161, -0.333, 0.621], [0.326, -0.387, -0.213], [2.348, 0.320, 1.018], [1.161, -1.713, 1.530], [1.726, -0.244, 1.188], [1.169, 1.974, -0.376], [-1.227, 0.560, -0.449], [0.095, -0.144, -0.130], [-0.105, 0.051, -0.013], [0.527, 0.492, 0.097], [0.062, -0.219, 0.123], [0.536, -0.871, 2.072], [-0.014, 0.271, 0.169], [-7.844, 3.135, 1.028], [0.064, -0.060, -0.092], [0.848, -1.045, -0.711], [-0.293, -0.462, -1.723], [0.220, 0.499, -0.969], [2.070, 0.056, -0.757], [0.254, 0.069, -0.108], [0.095, 0.032, 0.115], [-0.054, -0.002, 0.270], [0.035, -0.026, 0.202], [0.005, 0.202, -0.115], [0.115, -0.142, 0.014], [0.056, -1.292, 2.089], [-0.088, 0.185, -0.565], [0.094, -0.011, -0.206], [-1.687, 0.506, -0.446], [-0.422, 0.648, -0.157], [1.001, 0.049, -0.346], [-0.019, 0.089, 0.076], [0.208, 0.427, -2.591], [0.705, -0.412, -2.172], [0.222, 1.182, 0.548], [0.233, -0.013, -0.659], [-0.001, 0.143, -0.013], [0.028, -0.267, 0.060], [-0.137, 0.390, -0.045], [-0.103, -0.009, 0.048], [-0.260, 0.094, -0.230], [-0.259, -0.404, 0.008], [-0.711, -1.997, -1.046], [-0.136, 0.023, 0.222], [0.864, -0.528, -1.398], [0.057, 0.099, -0.253], [-1.518, 1.573, 0.144], [0.098, -0.304, -0.196], [0.636, -0.396, 0.046], [-1.592, -0.417, 1.184], [0.504, -2.572, -0.199], [-1.656, -0.133, -1.924], [-0.163, 0.102, -0.088], [0.485, 0.211, -0.523], [-0.078, -0.128, -0.212], [-1.252, 0.398, -0.777], [0.158, -0.105, -0.092], [0.038, -0.063, -0.130], [-0.066, 0.137, -0.017], [-0.109, 0.001, -0.147], [0.110, -0.052, -0.140], [-1.950, 0.161, 0.859], [0.051, 0.104, 0.044], [-0.366, -0.002, -0.077], [-0.698, 0.017, -0.357], [-0.393, 0.815, 0.705], [1.441, 1.295, 0.701], [-0.402, 0.386, 0.228], [1.302, 1.400, -1.165], [-0.220, -0.169, 0.035], [0.031, 0.057, 0.088], [-0.317, 0.168, 0.018], [0.066, -0.005, -0.101], [0.307, -0.025, 0.195], [2.326, -0.466, 0.259], [0.138, -0.294, 0.079], [1.778, -1.976, 0.065], [-1.086, 0.920, 2.339], [-0.597, -0.225, 0.057], [-0.096, 0.033, -0.027], [0.136, 0.221, 0.286], [0.417, 0.531, 2.435], [-0.149, -1.481, 0.157], [0.040, -0.112, 0.077], [0.625, 0.596, -0.392], [4.706, -2.239, -1.360], [-0.056, 0.109, 0.136], [-0.032, 0.097, -0.072], [-0.848, -1.123, -2.082], [-2.694, 0.382, 0.149], [-0.023, 0.919, 0.611], [-0.089, 0.169, -0.111], [-0.259, 0.008, 0.024], [-0.230, 0.190, 0.123], [-0.492, -0.022, 0.114], [-2.484, 0.825, 0.793], [0.077, -0.143, 0.026]], "mulliken_charge": [0.3945, 0.2447, 0.1362, -0.8757, -0.8083, 0.2973, 0.4160, -0.6354, 0.2687, 0.7203, -0.3876, 0.3595, -0.3580, -1.0034, -0.4616, 0.2687, -0.6064, 0.3631, 0.8920, -1.1587, -0.6093, -0.5445, -0.2131, 0.2718, -0.3922, 0.2923, -0.7585, 0.3391, -0.4689, -0.6248, 0.3793, 0.2632, -1.2926, 0.8207, 0.2932, 0.0731, -0.1565, 0.7647, -0.3111, 0.3056, 0.3931, 0.3106, 0.2400, 0.3456, -0.3640, -0.5883, -0.9755, 0.1327, 0.1960, -0.2710, 0.3392, -1.0960, -0.5531, 0.3153, 0.3201, 0.3076, 0.1119, -0.9554, 0.8132, 0.2990, 0.2692, 0.2695, 0.3483, 0.3486, 0.2080, 0.3683, 0.3023, -1.2083, 1.4715, -0.8766, -0.3761, -0.2110, -0.3993, 0.2861, 0.3267, 0.2646, 0.2947, -0.4947, 0.4511, 0.1244, -0.5822, -0.3890, 0.4281, 0.3190, 0.3037, 0.2595, 0.2159, -0.3778, 0.5196, 0.3580, 0.2861, 0.4670, -0.0260, -0.4241, 0.1290, 0.3539, 0.2287, 0.2435, -0.0436, 0.1453]}


Record 2
{"formula": "H6KO3", "method": "ωB97M-V/def2-TZVPD", "homo_lumo_gap_ev": [11.49, 2.78], "spin_multiplicity": 2, "mol_weight_g_mol": 93.1, "homo_energy_ev": [-19.69, -19.69], "e_above_lowest_ev": 0.727, "e_lumo_ha": [-0.3016, -0.6215], "charge": 2, "total_energy_ha": -828.46464, "s_squared": 0.76, "symbols": ["H", "O", "H", "H", "O", "H", "H", "H", "K", "O"], "coordinates": [[-19.805, -12.025, 0.178], [-15.123, -11.636, 1.329], [-14.926, -12.989, -3.334], [-19.099, -12.893, -0.842], [-14.355, -12.325, -2.947], [-13.493, -12.741, -2.913], [-14.599, -12.250, 0.815], [-14.808, -11.745, 2.227], [-16.343, -12.168, -1.152], [-18.953, -12.168, -0.234]], "forces_ev_per_angstrom": [[-1.094, 0.430, 0.749], [-1.029, 0.484, -0.701], [0.150, -0.328, -0.782], [-0.538, -0.919, -0.642], [-0.691, 0.134, 0.844], [0.539, -0.047, -0.176], [1.102, -0.674, -0.294], [0.338, 0.130, 1.527], [0.069, 0.442, -0.549], [1.155, 0.348, 0.024]], "mulliken_charge": [0.3690, -0.2731, 0.3525, 0.4148, -0.6649, 0.3472, 0.4109, 0.4014, 0.9411, -0.2989]}


Record 3
{"formula": "C12H13AsBrNO2S4SeY", "method": "ωB97M-V/def2-TZVPD", "homo_lumo_gap_ev": 6.67, "mol_weight_g_mol": 654.2, "homo_energy_ev": -4.43, "e_lumo_ha": 0.0821, "charge": -1, "total_energy_ha": -9512.91576, "symbols": ["H", "As", "C", "H", "C", "C", "H", "H", "S", "N", "H", "H", "S", "H", "C", "S", "O", "C", "C", "S", "H", "C", "C", "C", "H", "O", "C", "H", "H", "C", "H", "Br", "Y", "C", "H", "Se"], "coordinates": [[-1.185, -0.050, 1.448], [-0.342, 2.192, 2.214], [0.036, -3.095, -0.597], [-1.577, 0.305, 3.163], [-3.354, 1.467, -0.852], [0.436, -5.029, -1.970], [1.759, 0.961, 1.599], [-0.108, -5.119, 0.100], [1.107, 3.460, -3.058], [-2.342, 1.571, -1.427], [-0.162, 3.879, 4.026], [-0.215, -2.640, 0.351], [-0.549, 3.696, 0.737], [2.083, 2.327, 2.686], [1.417, 1.491, 2.484], [2.518, 1.940, -0.857], [0.095, -0.316, -0.347], [-0.788, 2.999, 3.893], [0.295, -2.272, -1.683], [4.082, 3.453, -2.897], [-2.527, 1.059, 1.844], [0.627, -2.813, -2.918], [0.699, -4.189, -3.041], [2.628, 2.963, -2.287], [-1.832, 3.298, 3.843], [0.218, -0.039, -2.533], [-1.543, 0.700, 2.148], [-0.632, 2.289, 4.704], [1.362, 0.818, 3.340], [0.101, -4.472, -0.743], [0.492, -6.101, -2.098], [1.165, -4.949, -4.715], [-0.084, 1.875, -1.337], [0.199, -0.787, -1.521], [0.822, -2.155, -3.754], [-4.897, 1.282, 0.055]], "forces_ev_per_angstrom": [[0.008, 0.008, -0.028], [-0.189, 0.296, 0.079], [0.036, -0.094, -0.004], [-0.059, -0.104, -0.018], [-0.524, -0.123, 0.222], [-0.008, 0.007, 0.011], [-0.021, -0.025, -0.026], [0.003, -0.004, -0.014], [0.193, 0.003, 0.078], [-0.690, -0.051, 0.080], [-0.008, 0.026, 0.054], [-0.007, -0.008, 0.002], [-0.009, -0.273, 0.256], [0.072, -0.013, -0.012], [0.057, -0.041, -0.009], [0.370, 0.154, -0.141], [-0.114, 0.108, -0.085], [0.015, 0.112, 0.113], [-0.018, 0.050, 0.003], [-0.139, -0.042, 0.060], [-0.030, -0.046, 0.018], [-0.011, -0.019, -0.014], [-0.009, 0.045, 0.023], [-0.091, 0.029, 0.062], [-0.025, 0.026, 0.051], [-0.093, -0.524, -0.145], [-0.053, 0.025, -0.060], [-0.011, 0.011, 0.031], [0.077, -0.008, 0.005], [0.010, 0.035, -0.024], [0.005, 0.007, 0.010], [0.005, -0.022, -0.034], [0.739, 0.357, -0.516], [0.063, 0.020, 0.205], [-0.002, 0.003, 0.007], [0.457, 0.074, -0.240]], "mulliken_charge": [0.0116, 0.8551, -0.4114, 0.4378, 0.3607, -0.3703, 0.2084, 0.3847, -0.4972, -0.7916, 0.3653, 0.3337, -0.4649, 0.3311, -0.9060, -0.4173, -0.5845, -1.1467, 0.1382, -0.3482, 0.0455, -0.3277, 0.0365, 0.2933, 0.3604, -0.8970, -0.4547, 0.3861, 0.4161, -0.5617, 0.3901, -0.2104, 0.5239, 1.2587, 0.5550, -0.3026]}


Record 4
{"formula": "C5H12N", "method": "ωB97M-V/def2-TZVPD", "homo_lumo_gap_ev": 10.52, "mol_weight_g_mol": 86.2, "homo_energy_ev": -13.94, "smiles": "C=C(C)[C@@H](C)[NH3+]", "e_above_lowest_ev": 2.554, "e_lumo_ha": -0.1260, "charge": 1, "total_energy_ha": -252.13728, "symbols": ["C", "H", "H", "H", "H", "C", "H", "H", "C", "H", "H", "C", "H", "N", "H", "C", "H", "H"], "coordinates": [[-1.299, 0.174, 1.114], [2.258, -1.287, -0.671], [1.201, 0.694, -1.147], [-1.020, 0.610, -1.788], [-1.169, 0.256, 2.175], [0.497, 1.928, 0.843], [-0.369, -0.946, -2.229], [0.797, -2.030, -0.066], [0.539, 0.012, -0.633], [-0.006, 2.544, 1.566], [-2.311, 0.603, 1.011], [-0.013, 0.735, 0.589], [1.419, 2.306, 0.341], [-0.666, -0.292, -1.585], [-1.445, -0.862, 0.968], [1.441, -1.133, -0.104], [-1.460, -0.467, -0.805], [1.720, -0.908, 0.890]], "forces_ev_per_angstrom": [[-0.327, 0.855, 1.695], [2.689, -0.680, -2.066], [-0.232, 0.225, -0.511], [0.107, 1.185, -1.985], [-0.191, -0.235, 0.901], [0.474, 0.322, 0.151], [-0.316, -1.669, -2.196], [0.621, -0.102, 0.112], [1.327, 0.366, 1.339], [0.293, 0.335, 0.411], [0.666, 0.633, -0.757], [-1.079, 0.768, -3.010], [-1.016, -0.306, 0.484], [-0.723, 1.293, 7.005], [0.212, -1.520, -0.260], [-4.638, -0.597, 0.055], [1.819, -1.200, -2.332], [0.313, 0.328, 0.962]], "mulliken_charge": [-1.6726, 0.4146, 0.5097, 0.3745, 0.3962, -0.9741, 0.2925, 0.3579, 0.0529, 0.3323, 0.3962, 0.5554, 0.2624, -0.2683, 0.5652, -1.3809, 0.3998, 0.3863]}